Arrangement A

The following is a DFT calculation (ωB97M-V with the def2-TZVPD basis set) of a cluster of 40 separate species, H80O40 in total.

Properties
Multiplicity: 1
HOMO level in eV: -10.3
Kohn-Sham gap in Eh: 0.3544
Charge: 0

CARTESIAN COORDINATES (ANGSTROEM)
O1 2.2457 -3.1325 5.6441
O2 1.9957 4.7178 -0.7456
O3 -4.4980 3.1954 2.6943
O4 1.9353 -5.6685 1.1149
O5 3.1686 -3.0351 -3.4257
O6 4.3386 3.5464 -1.3618
O7 1.1194 0.7098 6.2016
O8 -1.6415 -0.1936 0.9484
O9 -1.6282 5.9429 1.3256
O10 -0.2713 2.6467 -1.4946
O11 5.7311 0.6451 0.6625
O12 4.6858 -2.2957 -1.4187
O13 0.5675 -5.4182 -2.3645
O14 4.2931 1.3439 -4.8142
O15 -2.0281 -3.5836 2.8235
O16 2.3718 -1.2272 3.6141
O17 2.0788 0.3521 0.8971
O18 -0.9776 0.9632 -4.0080
O19 -4.7745 -1.5853 2.1848
O20 0.3565 -2.4001 -1.6919
O21 1.6783 2.0758 -5.0793
O22 -0.0924 4.0817 0.5616
O23 3.4272 3.1133 2.2702
O24 -1.9531 -4.2986 -2.4728
O25 -1.8264 0.4549 -1.4944
O26 -3.2944 -1.5167 -2.3602
O27 -0.6038 2.0881 5.0474
O28 0.0089 -2.1173 2.1853
O29 -3.9155 0.6492 -0.1097
O30 -2.3707 -1.4168 4.2713
O31 1.1359 5.3388 2.5790
O32 -3.5450 4.2550 -0.1486
O33 -6.2889 1.9820 0.6031
O34 -1.6647 3.6295 -3.5297
O35 -1.7426 -3.7259 0.1619
O36 -3.7063 -3.2801 -4.5413
O37 -1.1499 -1.5650 -4.5082
O38 5.7448 -2.5947 0.7645
O39 0.5147 -3.7380 -4.2537
O40 0.5322 1.0661 2.8987
H1 -5.4552 2.1317 0.1437
H2 2.2020 -2.8957 -3.4661
H3 -1.9061 -5.2269 -2.1758
H4 -5.1959 -1.4564 1.3280
H5 3.5324 1.9532 -4.7921
H6 -1.8094 -1.8891 -5.1131
H7 -1.2891 2.8624 -3.0500
H8 -1.2561 -2.1560 -3.7608
H9 2.0414 -3.5674 4.8298
H10 4.3999 3.2080 -2.2522
H11 -1.1444 -0.0515 1.7621
H12 4.3371 2.7508 2.2982
H13 -1.3961 -3.0082 3.3678
H14 0.9254 -3.1594 -1.7136
H15 4.0302 -2.6130 -2.0933
H16 -3.3574 -1.3182 -1.4068
H17 -1.3472 0.5235 0.3605
H18 1.4792 -5.7860 -2.4567
H19 5.0197 -2.9246 0.1926
H20 6.2416 1.1385 0.0367
H21 0.3674 4.8166 2.8443
H22 3.3048 -1.0517 3.6308
H23 5.9788 0.4052 1.5434
H24 -1.1750 2.8836 5.0242
H25 2.3485 -1.5456 2.6898
H26 -3.1701 -3.6985 -3.8624
H27 -0.9478 4.2736 -3.3862
H28 -3.2205 0.3968 0.5349
H29 -0.0331 -6.1590 -2.2334
H30 4.0733 0.6881 -4.1575
H31 2.7686 4.1006 -0.7870
H32 -0.0201 2.9035 -0.5789
H33 -1.7040 -3.8525 1.1312
H34 0.8704 0.7175 5.2773
H35 5.5400 -2.4591 -1.8132
H36 -0.4227 -2.9869 2.4778
H37 0.9498 -5.6815 1.0666
H38 1.6386 0.8708 0.2219
H39 -4.4267 -3.0010 -3.9771
H40 -1.9375 -0.4250 -1.8512
H41 1.5547 1.5470 6.2988
H42 -1.7430 -3.9280 -1.5960
H43 0.7296 0.2037 3.2243
H44 -1.9040 5.9497 2.2442
H45 -6.4652 1.2151 1.0425
H46 -0.4264 -3.7793 -4.4239
H47 -0.1985 1.5854 3.2988
H48 -1.6896 -2.7575 0.3535
H49 1.4155 5.9343 3.2559
H50 0.7065 4.5072 0.8466
H51 0.6830 -4.4965 -3.5556
H52 -0.7136 0.0663 -4.2314
H53 1.7656 0.5589 1.7897
H54 1.9524 -5.0111 1.8112
H55 2.7779 2.4815 1.9401
H56 5.8730 -1.6611 0.5221
H57 -3.0036 5.0373 0.0769
H58 -4.2622 -1.4491 -2.4244
H59 0.7825 2.1196 -5.4640
H60 2.4431 5.5607 -0.5803
H61 4.2155 2.8400 -0.7186
H62 0.3116 -2.0098 -0.8268
H63 -1.2103 6.7493 1.0320
H64 0.2311 -2.3525 1.2727
H65 -2.0808 -0.5981 4.6743
H66 1.2560 2.1706 -4.2065
H67 -4.3056 3.2842 1.7514
H68 3.5141 -3.4748 -4.1823
H69 -5.3447 2.7315 2.7682
H70 3.0448 -2.6322 5.3998
H71 0.1235 2.6069 5.4578
H72 0.5608 2.4527 -1.9220
H73 -0.8439 4.7065 0.5129
H74 -3.8210 -1.4296 2.1851
H75 -3.2717 -1.4869 4.6159
H76 -3.5808 1.1036 -0.9147
H77 -1.4922 1.1494 -2.0940
H78 -2.8959 3.8089 -0.7249
H79 -2.9594 -3.4330 2.9177
H80 -1.6894 1.3339 -4.5214

Atomic partial charges in e from the Mulliken method, atoms 1 to 99: -0.58 -0.54 -0.64 -0.61 -0.65 -0.68 -0.65 0.32 -0.52 0.66 -0.56 -0.65 -0.54 -0.61 -0.71 -0.42 -0.07 -0.40 -0.66 0.11 -0.69 -0.42 -0.59 -0.48 -0.31 -0.50 -0.58 -0.34 -0.39 -0.54 -0.64 -0.64 -0.64 -0.72 -0.61 -0.60 -0.58 -0.66 -0.71 -0.48 0.31 0.30 0.22 0.30 0.35 0.33 0.29 0.05 0.28 0.33 -0.13 0.25 0.27 0.11 0.40 0.13 0.07 0.29 0.41 0.28 0.22 0.25 0.30 0.22 0.20 0.34 0.28 0.28 0.24 0.29 0.34 -0.06 0.52 0.34 0.28 0.23 0.32 0.04 0.28 -0.15 0.30 0.44 0.01 0.26 0.28 0.28 0.19 -0.06 0.28 0.38 0.47 0.26 0.20 0.28 0.32 0.33 0.31 0.28 0.32

***

Arrangement B

The following is a DFT calculation (ωB97M-V with the def2-TZVPD basis set) of a cluster of 40 separate species, H80O40 in total.

Properties
Multiplicity: 1
HOMO level in eV: -9.8
Kohn-Sham gap in Eh: 0.3488
Charge: 0

CARTESIAN COORDINATES (ANGSTROEM)
O1 2.7167 -2.2175 0.0392
O2 2.1576 -5.7312 -1.8393
O3 -2.7781 0.1170 -1.4756
O4 -3.1932 -2.6823 -4.4221
O5 2.9876 -0.2377 4.9773
O6 -0.4573 2.3325 6.4304
O7 3.6857 -0.2969 2.0621
O8 5.6076 2.7538 -2.1438
O9 1.8902 -3.1539 3.3685
O10 4.2162 -0.2913 -3.7948
O11 -0.7179 -4.8476 3.4408
O12 -3.0602 -4.9075 1.0090
O13 4.3884 -4.3445 2.2656
O14 1.6903 4.3907 -3.3934
O15 2.9988 2.6788 -1.7203
O16 0.4850 3.3704 1.2165
O17 -3.1354 -0.3706 2.4617
O18 -0.9801 -1.4565 0.1093
O19 -2.9928 -2.8403 3.6734
O20 1.0275 -0.9229 -2.6034
O21 0.4391 5.7301 2.2582
O22 -1.6440 4.1985 -2.7428
O23 -5.1160 -1.0187 -0.3768
O24 1.9267 -1.0732 -5.3016
O25 -0.4434 -1.6571 2.8585
O26 -1.7483 -3.2550 -2.2012
O27 0.0287 2.2275 -4.6740
O28 -4.2641 1.9888 -3.4292
O29 -1.0505 1.1660 1.3579
O30 -0.7816 4.6268 4.1699
O31 1.0396 1.0277 -0.5524
O32 -3.3320 2.8686 1.8969
O33 -1.2161 -0.5218 -4.6268
O34 -2.6948 2.5714 4.8902
O35 -2.0436 5.8261 0.4273
O36 0.9475 -3.7457 -3.6093
O37 4.9374 -1.3357 -1.5599
O38 -4.4801 1.8556 -0.3555
O39 1.2947 -4.6175 0.6120
O40 1.1159 1.6923 3.5563
H1 4.6335 0.2692 -3.1208
H2 2.4291 -1.8896 -5.4039
H3 0.9738 -2.8848 3.5502
H4 4.5252 0.2679 -4.5290
H5 6.1359 2.1879 -2.7142
H6 -1.7924 -0.9489 0.2041
H7 -2.4298 -3.3669 4.2710
H8 2.3421 -0.7143 -4.5025
H9 -2.6630 -3.3507 2.9140
H10 0.0818 1.3348 -5.0521
H11 -2.1117 -4.9814 1.1479
H12 -3.7239 -2.4536 -5.2066
H13 0.9913 -3.0730 -2.9141
H14 0.3751 4.7894 2.0039
H15 -1.5388 4.4902 -1.8365
H16 -1.9018 -2.8124 -1.3503
H17 -1.7585 1.7891 1.1984
H18 -0.3228 1.2617 0.7280
H19 -3.6509 -0.9750 3.0014
H20 -3.4144 2.0944 -3.8713
H21 -2.4052 2.3243 3.9955
H22 0.3054 0.4422 -0.7751
H23 -0.3169 -1.1510 0.7361
H24 -1.8175 0.2073 -1.4522
H25 0.8545 -0.3788 -3.3742
H26 -2.3853 4.5330 -3.2403
H27 2.6810 2.9622 -0.8582
H28 -0.5020 2.6202 -5.3779
H29 -1.0495 -2.3784 3.0786
H30 0.4088 2.0192 6.6981
H31 2.5362 -2.0333 -0.8846
H32 -4.8573 -0.7458 0.5169
H33 0.4333 1.2978 3.0122
H34 3.2991 -0.7913 4.2472
H35 -3.0837 1.0715 -1.5095
H36 -3.5177 -1.9147 -3.9222
H37 -0.4677 -1.1246 -4.6514
H38 -3.3377 -5.5849 0.3894
H39 2.2541 -5.3276 -2.7083
H40 -2.1121 4.8794 0.4096
H41 0.8257 4.8076 -3.4439
H42 0.1546 -5.0694 3.7647
H43 2.5655 -3.1766 0.0855
H44 2.9006 3.4520 -2.2973
H45 -1.9897 2.0283 5.3013
H46 -3.9298 2.9674 1.1333
H47 0.8545 -4.5187 -0.2375
H48 4.2663 -3.3944 2.4089
H49 4.4736 0.2401 1.9301
H50 -1.1489 -5.2616 2.6998
H51 2.1685 -2.2427 3.2050
H52 3.7030 0.3558 5.2162
H53 -4.2935 1.0836 -3.1061
H54 1.3002 6.1458 2.3158
H55 -3.0325 0.5615 2.6565
H56 1.8845 0.6885 -0.8539
H57 -5.0723 2.4021 -0.8884
H58 1.0902 3.7171 0.5561
H59 5.2945 3.4869 -2.6813
H60 -0.0029 -3.7821 -3.7832
H61 0.6343 2.4486 1.3828
H62 3.0305 0.1466 1.5096
H63 -2.0278 -0.9427 -4.3356
H64 -4.9468 1.0051 -0.3019
H65 1.4918 1.2811 4.3370
H66 5.0482 -2.2454 -1.2572
H67 -1.6602 6.3605 1.1216
H68 -0.3363 2.8226 5.6099
H69 5.5769 -1.2504 -2.2745
H70 -1.0978 -0.9372 2.8325
H71 0.0576 4.1889 4.2623
H72 -4.2470 -1.1667 -0.7765
H73 1.9590 -0.9754 -2.3838
H74 -2.6441 -3.5585 -2.3921
H75 -0.8555 5.5754 4.2509
H76 3.7833 -4.4119 1.5161
H77 1.2526 -6.0445 -1.7688
H78 1.6529 -5.5147 0.5703
H79 -3.7722 3.4208 2.5552
H80 1.5368 3.4487 -3.5453

Atomic partial charges in e from the Mulliken method, atoms 1 to 99: -0.21 -0.62 0.25 -0.58 -0.62 -0.65 -0.40 -0.55 -0.54 -0.59 -0.55 -0.60 -0.66 -0.72 -0.52 -0.29 -0.58 0.31 -0.61 0.24 -0.58 -0.55 -0.78 -0.60 -0.51 -0.48 -0.51 -0.62 1.36 -0.53 -0.02 -0.52 -0.53 -0.62 -0.65 -0.65 -0.54 -0.52 -0.44 -0.59 0.31 0.31 0.39 0.26 0.26 -0.04 0.36 0.25 0.27 0.23 0.24 0.30 0.25 0.49 0.29 0.16 -0.23 -0.07 0.22 0.30 0.09 -0.23 -0.07 -0.05 -0.25 0.26 0.10 0.25 0.28 0.30 0.09 0.34 0.22 0.29 0.16 0.27 0.29 0.29 0.29 0.33 0.29 0.29 0.15 0.34 0.42 0.16 0.23 0.32 0.23 0.25 0.09 0.29 0.30 0.21 0.18 0.05 0.25 0.23 0.31

***

Arrangement C

The following is a DFT calculation (ωB97M-V with the def2-TZVPD basis set) of a cluster of 40 separate species, H80O40 in total.

Properties
Multiplicity: 1
HOMO level in eV: -9.8
Kohn-Sham gap in Eh: 0.3230
Charge: 0

CARTESIAN COORDINATES (ANGSTROEM)
O1 -0.8699 2.7635 -2.1232
O2 -5.1204 2.6743 -0.9688
O3 -1.3842 5.2333 3.6376
O4 -2.5712 2.1803 -4.4012
O5 -1.1819 5.7671 -0.5476
O6 2.5593 1.3716 1.0310
O7 6.1455 1.1966 -3.0459
O8 3.2845 -1.5883 -1.2208
O9 1.0280 1.9311 6.1502
O10 -0.9603 -0.4825 1.9389
O11 4.4589 -3.2138 0.4055
O12 -4.1699 1.5499 1.6827
O13 1.0219 -4.9639 1.1273
O14 0.0917 -0.1378 -3.2096
O15 -0.9479 -5.5045 -1.2173
O16 -2.0959 -1.6384 -2.6588
O17 3.3994 -2.9533 -3.4114
O18 0.7402 -3.9906 -3.9253
O19 2.8253 -1.2704 -5.3448
O20 0.8344 4.1860 3.9682
O21 1.4187 -1.5176 0.9125
O22 2.2521 -4.9748 -1.3752
O23 -1.8813 2.1647 0.2973
O24 -1.5425 1.8769 3.1308
O25 -2.9913 -1.9025 3.3220
O26 -0.3413 4.0647 -5.1416
O27 -1.5927 -3.7924 5.0555
O28 -2.5902 4.6958 -2.3628
O29 -2.7965 0.6265 -1.8649
O30 1.3983 1.5862 -1.6724
O31 3.3315 -2.8085 3.0616
O32 -2.2556 -2.9145 0.8601
O33 -4.8925 -1.1287 -2.8144
O34 2.4750 5.0189 1.9625
O35 5.0387 2.7056 0.3257
O36 0.4302 -2.7393 6.2485
O37 2.5770 -0.2298 4.6544
O38 -0.7399 4.2168 1.3830
O39 -3.0221 -5.2076 -2.9841
O40 0.2325 -3.4929 3.3213
H1 -1.5178 1.2617 0.2066
H2 0.7865 -2.7136 5.3628
H3 1.4268 3.7893 4.6303
H4 0.4524 1.7068 -1.8915
H5 -0.6933 2.3440 -2.9535
H6 1.7323 1.6700 1.4455
H7 6.0767 0.2731 -2.7870
H8 -2.1341 -4.8500 -3.0671
H9 -0.4564 5.1874 4.0278
H10 2.2089 -0.9972 -4.6541
H11 -4.1863 2.4976 -0.8561
H12 -0.7547 -3.9683 4.5470
H13 1.1153 -5.4886 0.2885
H14 4.3498 -2.9803 -3.3417
H15 3.3246 -0.4236 4.0635
H16 -1.7618 -1.9482 -1.8021
H17 -2.4696 2.4290 -5.3162
H18 1.8479 1.1055 -2.3514
H19 -1.3790 0.2948 2.4184
H20 0.9192 -4.0847 0.7384
H21 3.3035 5.5344 1.9430
H22 2.7170 -4.1197 -1.3270
H23 -0.4449 -3.2030 6.0784
H24 -3.2059 -2.3937 2.4820
H25 0.6685 1.6700 5.2787
H26 -2.7932 0.7366 -2.8380
H27 -0.3055 -6.2056 -1.1051
H28 0.1975 2.0672 6.6170
H29 -0.8218 -0.0178 -2.9496
H30 2.3583 -2.9519 3.2407
H31 -2.6349 -0.8537 -2.3058
H32 -0.1160 -3.6857 -3.5762
H33 -1.2042 2.3636 -1.2840
H34 -1.0857 2.6760 0.6305
H35 3.2566 -2.5530 2.1125
H36 0.7055 -4.3266 3.4597
H37 -0.7332 4.6084 -4.4519
H38 -3.4810 2.3963 -4.1502
H39 -3.2885 1.8644 1.3922
H40 -0.1402 -3.6097 2.4487
H41 -0.5940 4.6555 0.5212
H42 1.7681 -4.7384 -2.2022
H43 -0.6057 1.7778 3.4425
H44 3.3152 -0.8482 -1.8286
H45 2.3539 -1.5741 -0.9034
H46 3.1777 -2.8265 -4.3403
H47 -2.3074 5.4837 -2.8231
H48 2.9037 -0.4941 -5.9321
H49 -1.0714 5.4310 -1.4802
H50 4.2277 -2.6161 -0.3367
H51 -5.5412 2.3790 -0.1557
H52 -1.6368 6.5934 -0.7655
H53 2.6648 4.3172 1.3225
H54 -1.5393 2.2374 2.2289
H55 -4.1773 0.5983 1.7795
H56 -1.7391 -3.7323 0.6855
H57 5.6772 2.7589 1.0446
H58 -3.4315 4.3410 -2.6716
H59 2.5222 1.4588 0.0683
H60 -3.0644 -3.0317 0.3103
H61 -1.6927 -1.0810 1.7447
H62 -0.9356 3.9799 -5.8994
H63 2.1205 -1.0694 4.6308
H64 1.5508 4.2412 3.2843
H65 -5.7392 -0.8451 -3.1774
H66 -1.5852 4.3683 1.8602
H67 -3.7461 0.7506 -1.7101
H68 2.1187 -0.9985 1.3311
H69 -1.1355 5.6946 2.8334
H70 -4.5686 -2.0554 -2.9025
H71 -1.9428 -3.0131 4.5687
H72 1.2603 -3.2009 -4.2228
H73 5.8302 1.7631 -2.3296
H74 0.6411 -0.9336 0.8437
H75 -3.9702 -1.9738 3.6357
H76 -2.6406 -6.0758 -2.7805
H77 0.4644 0.6961 -3.4823
H78 -0.6841 -4.9985 -1.9814
H79 4.0635 -4.1139 0.4364
H80 4.2545 2.2352 0.7627

Atomic partial charges in e from the Mulliken method, atoms 1 to 99: -0.45 -0.69 -0.68 -0.43 -0.60 -0.65 -0.65 -0.36 -0.62 -0.40 -0.69 -0.60 -0.54 -0.55 -0.51 -0.73 -0.35 -0.65 -0.69 -0.61 0.38 -0.64 -0.76 -0.71 -0.58 -0.61 -0.84 -0.52 -0.36 -0.47 -0.70 -0.56 -0.54 -0.62 -0.63 -0.75 -0.55 -0.64 -0.58 -0.46 0.29 0.30 0.38 0.44 0.23 0.19 0.31 0.28 0.38 0.30 0.24 0.45 0.16 0.22 0.32 0.35 0.21 0.15 0.47 0.31 0.27 0.20 0.54 0.27 0.24 0.30 0.26 0.34 0.21 0.35 0.40 0.32 0.49 0.31 0.30 0.36 0.31 0.25 0.38 0.05 0.30 0.37 0.20 0.16 0.20 0.26 0.24 0.30 0.29 0.35 0.34 0.29 0.31 0.15 0.30 0.16 0.31 0.19 0.34

***

Arrangement D

The following is a DFT calculation (ωB97M-V with the def2-TZVPD basis set) of a cluster of 40 separate species, H80O40 in total.

Properties
Multiplicity: 1
HOMO level in eV: -9.9
Kohn-Sham gap in Eh: 0.3292
Charge: 0

CARTESIAN COORDINATES (ANGSTROEM)
O1 1.8113 3.1504 -1.3352
O2 -2.3829 1.8510 5.1551
O3 -3.3625 4.0653 -1.2909
O4 2.2093 4.6630 -3.3938
O5 3.5558 0.8905 5.1680
O6 -1.9196 1.2337 -4.2734
O7 0.1947 5.9141 1.2449
O8 -0.0205 -0.1424 5.9059
O9 -1.2365 3.7788 2.1442
O10 1.9298 -3.7095 -2.8064
O11 3.5339 4.3671 0.7468
O12 -4.5001 2.8179 3.7889
O13 -2.0877 0.3768 -0.4718
O14 -1.0299 -3.7591 -4.4186
O15 -6.2752 1.5403 -1.1125
O16 -3.3752 0.8616 1.8292
O17 2.0834 -4.4528 3.2929
O18 -0.7285 -1.2101 1.9035
O19 4.3644 -0.1380 1.3394
O20 -4.3146 -3.7816 1.2287
O21 -0.0706 0.4368 -2.5823
O22 -0.7389 -3.7260 5.6756
O23 3.3637 3.0343 3.1866
O24 3.4324 -0.9871 -4.2926
O25 -2.7532 -5.5300 -2.5885
O26 -0.8434 3.2895 -1.2539
O27 -4.7395 -4.8648 -0.9570
O28 -4.2889 -2.4127 -1.1141
O29 -2.5541 -1.7059 -3.1015
O30 -0.3296 4.7289 -3.8089
O31 4.7612 -2.4491 -1.0393
O32 5.4751 2.1323 -1.8506
O33 0.6751 2.4207 5.5508
O34 1.2924 2.4371 0.9569
O35 0.7765 2.1765 -5.8828
O36 2.2779 0.0835 2.6325
O37 0.5159 -1.1042 -5.9948
O38 4.6664 -5.2137 0.9622
O39 -0.1719 -5.1572 -0.8394
O40 -0.2486 -6.3327 1.5989
H1 2.7074 0.7525 4.8069
H2 -2.8264 0.0576 -1.0258
H3 3.9172 -0.6090 2.0236
H4 -0.8774 4.5379 2.6270
H5 1.6569 -2.8236 -3.2874
H6 -1.6763 -4.0712 5.3630
H7 1.6630 1.8305 -5.4631
H8 6.3220 1.7436 -1.4898
H9 -5.4569 -4.1839 -1.0595
H10 0.2924 6.8132 1.5492
H11 -6.0622 1.0262 -0.3821
H12 1.4266 -0.3020 2.4563
H13 0.4378 -4.9509 -1.4533
H14 -1.6382 -1.4096 1.7052
H15 -4.1545 -2.8793 -1.8879
H16 -2.1494 -1.7511 -3.9988
H17 3.0452 4.2603 1.6153
H18 -2.1424 -5.1075 -1.8934
H19 2.9492 -3.5782 -2.6695
H20 2.4501 2.3485 -1.4961
H21 4.1336 0.4127 4.6636
H22 -2.6854 0.8509 1.2326
H23 4.2101 -2.0816 -0.3272
H24 -2.4237 1.7846 6.0477
H25 1.5144 3.3783 0.6229
H26 -0.7256 4.4276 -4.7082
H27 -1.7566 -4.2712 -4.0018
H28 -2.4893 1.5151 -0.5708
H29 4.1418 -0.3855 -3.7425
H30 4.3522 -4.7363 1.7358
H31 -1.3517 1.7815 -3.7289
H32 -0.4512 -4.3982 -0.2921
H33 0.5554 4.9644 -3.8052
H34 0.2514 2.4527 6.3622
H35 -4.5437 -3.7058 2.2592
H36 -2.6946 4.3953 -0.7148
H37 0.2346 -0.5667 5.1167
H38 2.4802 -4.6706 4.2032
H39 -3.5503 2.5314 4.2018
H40 4.5693 -4.6332 0.1709
H41 3.7039 -0.7292 -5.1583
H42 -1.7152 1.4213 4.6609
H43 5.4152 -1.8009 -1.2082
H44 -2.9124 3.2084 -1.5517
H45 -1.6343 0.4217 -3.9541
H46 3.9440 0.7616 1.3743
H47 -4.4142 -2.8366 1.0214
H48 -3.6261 -5.3344 -2.2721
H49 3.9938 5.2090 0.9666
H50 1.5374 1.8821 0.1172
H51 4.1324 2.6766 3.6571
H52 -0.0798 -0.0670 -1.8965
H53 -1.8113 -1.5725 -2.5855
H54 0.6351 5.9426 0.4609
H55 0.7978 -1.5473 -5.2460
H56 -3.5620 -1.7676 -0.9727
H57 -0.2341 1.2356 -2.4698
H58 -3.3728 1.6042 2.4014
H59 0.1041 3.2443 -1.1797
H60 2.5903 3.0451 3.9020
H61 -0.1620 -1.7921 1.8328
H62 2.5208 4.0205 -4.0101
H63 -0.5966 3.3563 1.4676
H64 0.4833 -0.6483 6.6063
H65 -0.4178 -3.2552 4.9121
H66 5.1459 2.6819 -1.1369
H67 -0.7285 3.7920 -2.0737
H68 2.9467 5.2477 -3.4462
H69 -0.3647 -4.4370 -4.6293
H70 1.3408 -5.0526 3.3725
H71 -4.2898 2.5895 2.7014
H72 0.5257 -1.8114 -6.5579
H73 -5.5212 2.2834 -1.3198
H74 0.2849 1.1616 -5.8822
H75 1.5291 3.5520 -2.0585
H76 2.2008 0.9645 2.3279
H77 1.2363 1.6465 5.8794
H78 -4.1653 -4.6474 -0.2185
H79 -1.0892 -5.9585 1.2850
H80 0.3954 -6.0246 0.8936

Atomic partial charges in e from the Mulliken method, atoms 1 to 99: -0.92 -0.57 -0.64 -0.64 -0.60 -0.67 -0.46 -0.55 -0.56 -0.60 -0.50 -0.68 -0.52 -0.51 -0.64 -0.53 -0.61 -0.31 -0.66 -0.65 0.02 -0.63 -0.65 -0.58 -0.72 0.26 -0.71 -0.54 -0.58 -0.67 -0.57 -0.60 -0.51 -0.06 -0.63 -0.19 -0.51 -0.64 -0.62 -0.62 0.23 0.24 0.32 0.20 0.27 0.33 0.29 0.30 0.30 0.25 0.30 0.11 0.20 0.14 0.35 0.26 0.29 0.29 0.32 0.28 0.32 0.25 0.33 0.23 0.00 0.29 0.34 0.24 0.31 0.30 0.15 0.30 0.41 0.27 0.32 0.34 0.23 0.32 0.47 0.32 0.30 0.33 0.24 0.30 0.40 0.26 0.29 0.45 0.27 0.24 0.27 0.06 0.20 0.20 0.22 0.19 0.16 0.06 -0.20

***

Most stable one: arrangement B, least stable one: arrangement D.